1.
The following is a quantum chemistry calculation of a cluster of 2 separate species, C5H12O2 in total, from the OMol25 dataset.

The geometry in XYZ format:
```
19
Properties=species:S:1:pos:R:3
O 1.1805 -1.5509 0.0728
O -1.3783 -0.4292 0.6491
C -0.0637 1.3171 -0.2740
C 0.3926 1.7376 0.8987
C 2.1062 -1.2062 1.0701
C -1.3871 -0.2044 -1.7798
C -1.3259 0.5072 -0.4343
H 2.3198 -2.0426 1.7462
H -0.5521 -0.9062 -1.8649
H 1.3124 2.3062 0.9781
H -0.1345 1.5111 1.8179
H -2.1856 -0.9502 0.5533
H -2.1856 1.1888 -0.3435
H 1.7679 -0.3633 1.6819
H -2.3313 -0.7500 -1.8893
H -1.3233 0.5201 -2.5997
H 3.0489 -0.9087 0.5987
H 0.2925 -1.3289 0.3978
H 0.4758 1.5448 -1.1879
```

SMILES   C=C[C@@H](C)O.CO
Orbital gap   10.39 eV
F_max   0.55 eV Å⁻¹
Energy above the lowest of the compared OMol25 structures with the same formula, charge and spin   40.7 kcal/mol
Molar mass   104.15 g mol⁻¹
HOMO   -9.7 eV
E   -348.13989 a.u.

These are the natural (NBO) partial charges, in e, on atoms 1 to 2: -0.752 -0.737

---

2.
The following is a quantum chemistry calculation of an isolated molecule of C7H10, from the OMol25 dataset.

The geometry in XYZ format:
```
17
Properties=species:S:1:pos:R:3
C 1.5151 -0.6598 0.3328
C 0.6021 -0.8506 -0.8844
C 1.6628 0.7995 0.6532
C -0.4907 -0.0754 -0.1242
C 0.4185 0.0850 1.0722
C -1.4802 0.9102 -0.6575
C -1.9505 -0.3669 -0.0050
H -2.4204 -1.1266 -0.6250
H 1.6055 1.5389 -0.1453
H -2.3686 -0.2894 0.9969
H -1.5838 0.9669 -1.7390
H 0.9750 -0.4107 -1.8188
H 2.3571 1.0458 1.4521
H 0.3026 -1.8866 -1.0644
H 2.2076 -1.3949 0.7317
H 0.1115 -0.0331 2.1075
H -1.6131 1.8571 -0.1410
```

SMILES   C1[C@@H]2CC3(CC3)[C@H]12
Orbital gap   10.48 eV
F_max   0.33 eV Å⁻¹
Energy above the lowest of the compared OMol25 structures with the same formula, charge and spin   55.0 kcal/mol
Molar mass   94.16 g mol⁻¹
HOMO   -9.3 eV
E   -272.63037 a.u.

These are the natural (NBO) partial charges, in e, on atoms 1 to 2: -0.216 -0.387

---

3.
The following is a quantum chemistry calculation of a cluster of 2 separate species, C6H11P in total in a non-equilibrium geometry, from the OMol25 dataset.

The geometry in XYZ format:
```
18
Properties=species:S:1:pos:R:3
P -0.6722 -1.6310 -0.5450
C -2.8405 -0.3572 0.0895
C 2.9812 0.0067 -0.5662
C 2.2901 -0.5817 0.5650
C -1.3826 -0.0093 -0.3027
C -0.9329 1.3978 -0.3328
C -1.6611 -1.0033 0.8445
H 1.8851 0.0290 1.2442
H 4.0643 0.1968 -0.1693
H -0.6012 1.4999 -1.3128
H 1.7978 -1.5071 0.4928
H -0.1281 1.4322 0.3086
H -3.3347 -1.1235 -0.4119
H -3.5228 0.2490 0.7196
H 2.9483 -0.6613 -1.4428
H 2.4344 0.7706 -1.0227
H -1.6264 -0.9079 1.9579
H -1.6985 2.2004 -0.1159
```

Orbital gap (spin up / spin down)   7.61 / 7.91 eV
F_max   3.87 eV Å⁻¹
Energy above the lowest of the compared OMol25 structures with the same formula, charge and spin   114.3 kcal/mol
Molar mass   114.13 g mol⁻¹
HOMO (spin up / spin down)   -8.0 / -7.3 eV
E   -576.33553 a.u.

These are the natural (NBO) partial charges, in e, on atoms 1 to 2: 0.549 -0.407

---

4.
The following is a quantum chemistry calculation of a structure of composition C28H27Br6N5O2 in a non-equilibrium geometry, from the OMol25 dataset.

The geometry in XYZ format:
```
68
Properties=species:S:1:pos:R:3
Br 2.8977 -0.3674 2.0521
Br 1.9164 2.5498 2.8878
Br -0.5632 -0.7986 -0.2443
Br -0.8804 -3.4642 -1.9407
Br 3.1619 1.9899 -0.0419
Br 1.5688 -3.1052 0.0667
O 5.9016 -3.7103 7.3895
O 3.8494 -4.2883 7.2201
N -4.5210 -2.1959 0.1863
N 4.9139 -3.9715 6.7437
N 2.0475 -0.0348 -2.8733
N -0.6014 2.4252 0.2601
N -2.5205 1.1953 -5.3335
C -2.3722 4.4962 0.7726
C -1.9268 0.9846 -4.1572
C -4.4310 2.0449 -4.1385
C 6.2269 -3.6808 4.6951
C 4.9807 -3.7618 5.3041
C 2.1336 1.2809 1.4275
C 5.1482 -3.2318 2.5947
C -4.2272 -1.0720 0.8177
C 3.3101 -0.2401 -3.2416
C -1.1874 4.7271 0.0883
C -5.1557 -0.2485 1.4440
C -1.7562 2.2032 0.8836
C 1.5819 1.2045 -2.8947
C -6.7961 -1.8479 0.8046
C 3.8263 -3.7030 4.5513
C -5.7935 -2.5792 0.1892
C 3.9178 -3.4171 3.1911
C -2.6864 3.2038 1.1317
C -2.5377 1.2224 -2.9413
C -3.8184 1.7746 -2.9384
C -6.4785 -0.6647 1.4586
C 4.1692 0.7859 -3.5998
C -3.7487 1.6577 -5.3026
C -0.3621 3.6444 -0.1845
C 2.3428 2.2775 -3.3650
C 3.6487 2.0706 -3.7362
C 0.3806 -2.2158 -1.1865
C 6.3173 -3.3812 3.3520
H 1.1506 1.0609 1.0384
H 0.5759 1.3910 -2.5392
H 3.6607 -1.2683 -3.2405
H -2.0552 0.9752 -2.0008
H 4.3002 2.8510 -4.1083
H 2.8489 -3.7968 5.0070
H -4.2753 1.8286 -6.2416
H -0.9498 0.5203 -4.2024
H -3.6070 2.9423 1.6393
H -4.8956 0.7554 1.7540
H 0.9547 -1.7449 -1.9695
H 5.2460 -2.8730 1.5753
H -7.2665 -0.0246 1.8377
H 7.2852 -3.2922 2.8819
H -7.8410 -2.1408 0.7800
H 2.9807 -3.2316 2.6781
H -0.9064 5.7353 -0.1824
H -6.0784 -3.5134 -0.2848
H 5.1813 0.5363 -3.8925
H 7.1328 -3.8057 5.2703
H 0.6114 3.8037 -0.6395
H -1.8657 1.2255 1.3461
H -3.0772 5.3146 0.8690
H -5.4272 2.4620 -4.1734
H -3.1876 -0.7683 0.7362
H -4.2642 2.0350 -1.9812
H 1.8917 3.2643 -3.3492
```

Orbital gap   9.33 eV
F_max   1.63 eV Å⁻¹
Energy above the lowest of the compared OMol25 structures with the same formula, charge and spin   0.0 kcal/mol
Molar mass   944.98 g mol⁻¹
HOMO   -9.6 eV
E   -16951.36707 a.u.

These are the natural (NBO) partial charges, in e, on atoms 1 to 2: 0.084 0.069

---

5.
The following is a quantum chemistry calculation of a structure of composition C29H33MnO9P4 in a non-equilibrium geometry, from the OMol25 dataset.

The geometry in XYZ format:
```
76
Properties=species:S:1:pos:R:3
Mn 0.3121 -0.2764 0.4356
P 1.0192 -0.1929 3.2892
P -3.0828 0.7809 -0.1760
P 2.8443 1.0500 1.3961
P -1.0704 2.9842 0.2479
O -0.0934 1.8714 0.2438
O 2.2529 0.2191 0.2785
O 4.2058 0.7760 1.8824
O -1.9375 -0.1628 -0.2742
O 1.7271 1.1161 2.5956
O 0.4450 0.5260 4.6229
O -0.1907 -0.5144 2.4155
O 2.7541 2.6196 0.9522
O 1.9550 -1.2659 3.6230
C -1.0373 -3.4581 0.7406
C -4.7776 -1.0384 -1.2956
C 0.0983 6.7628 -0.8124
C -6.1500 0.7573 -2.9025
C -5.8105 -1.4820 -2.0982
C -3.7757 0.9112 1.4776
C -4.8828 1.0431 4.0175
C -3.6889 0.3627 3.8124
C -3.1406 0.2773 2.5421
C -5.5332 1.6484 2.9478
C -5.1178 1.2072 -2.0962
C -0.1122 4.2568 -1.9861
C 0.4689 -4.6282 -0.8815
C 0.3329 5.3323 -2.7316
C -0.4884 3.9573 4.0844
C -1.4463 3.5719 1.9063
C 0.7107 -2.1322 -0.5050
C -2.7101 4.7303 3.5850
C -0.2678 -3.3144 -0.5750
C -4.4191 0.3120 -1.2874
C -0.3560 5.6896 -0.0625
C -2.6003 4.2483 2.2920
C -2.5891 2.4875 -0.6699
C -0.3845 3.4410 2.8034
C -4.9828 1.5843 1.6821
C -0.4796 4.4343 -0.6511
C -1.6607 4.5892 4.4831
C -6.5043 -0.5843 -2.9034
C 0.4290 6.5903 -2.1489
H -1.5652 -2.5276 0.9545
H -5.4896 2.0485 0.8409
H 1.5740 -2.4377 0.1049
H -0.9912 -3.1294 -1.3811
H -3.3824 3.2308 -0.5722
H -6.4695 2.1690 3.1098
H -5.3117 1.0955 5.0104
H 3.6177 2.9973 1.1663
H -1.7584 -4.2855 0.7129
H 0.5156 2.9254 2.4790
H 1.1126 -4.8815 -0.0354
H -3.1805 -0.1064 4.6451
H 0.2033 7.7371 -0.3518
H -3.6249 5.2174 3.9008
H -6.6816 1.4536 -3.5391
H -0.2218 -5.4663 -1.0535
H -0.3351 -3.6333 1.5596
H -4.8485 2.2561 -2.1087
H 0.6171 5.1942 -3.7669
H -3.4061 4.3901 1.5841
H 1.1010 -4.5153 -1.7641
H -1.7530 4.9709 5.4916
H -0.0741 1.3042 4.3835
H -2.2751 2.4084 -1.7121
H -4.2139 -1.7252 -0.6738
H 1.0845 -1.9101 -1.5158
H 0.3451 3.8792 4.7717
H -0.1502 3.2619 -2.4149
H -7.3090 -0.9331 -3.5371
H -0.6104 5.8168 0.9822
H -6.0821 -2.5296 -2.1060
H 0.7776 7.4328 -2.7322
H -2.1940 -0.2324 2.3763
```

Spin multiplicity   6
Orbital gap (spin up / spin down)   4.51 / 5.67 eV
F_max   1.40 eV Å⁻¹
Molar mass   704.41 g mol⁻¹
Total charge   -1
HOMO (spin up / spin down)   -2.6 / -3.8 eV
E   -4318.95009 a.u.

These are the Mulliken partial charges, in e, on atoms 1 to 2: 0.538 0.705